Record 1
{
  "formula": "C5H18N2O2S",
  "method": "ωB97M-V/def2-TZVPD",
  "elements": ["C", "C", "N", "C", "C", "N", "C", "S", "H", "H", "H", "H", "H", "H", "H", "H", "H", "H", "H", "H", "H", "H", "O", "H", "H", "O", "H", "H"],
  "coordinates": [[0.612, -0.604, 2.537], [0.744, -1.787, 1.466], [-0.432, -1.759, 0.640], [-0.139, -1.489, -0.842], [-0.130, 0.011, -1.146], [-1.455, 0.500, -1.452], [1.025, 0.587, -2.086], [2.509, 0.469, -1.106], [0.102, 0.351, 2.001], [1.360, 0.142, 2.717], [0.253, -0.798, 3.469], [0.650, -2.782, 1.933], [1.797, -1.593, 1.010], [-0.986, -1.120, 0.999], [-1.044, -1.862, -1.431], [0.909, -1.988, -1.067], [0.112, 0.608, -0.117], [-2.109, -0.314, -1.861], [-1.547, 1.273, -2.196], [1.080, 0.160, -3.073], [0.715, 1.670, -2.220], [2.598, 1.546, -0.309], [-2.862, -0.451, 0.680], [-2.380, 0.364, 0.382], [-2.770, -0.332, 1.637], [0.422, 3.153, -0.471], [-0.203, 3.422, 0.129], [1.168, 2.624, -0.225]],
  "e_above_lowest_kcal_mol": 87.08,
  "homo_ev": -8.4,
  "orbital_gap_ev": 8.797,
  "e_lumo_ev": 0.372,
  "smiles": "CCNC[C@H](N)CS.O.O"
}



Record 2
{
  "formula": "C5H18N2O4",
  "method": "ωB97M-V/def2-TZVPD",
  "elements": ["N", "C", "C", "C", "C", "N", "C", "O", "H", "H", "H", "H", "H", "H", "H", "H", "H", "H", "H", "H", "O", "H", "H", "O", "H", "H", "O", "H", "H"],
  "coordinates": [[-2.807, -1.672, 0.464], [-2.294, -0.478, 1.152], [-1.520, 0.525, 0.294], [-0.451, -0.040, -0.650], [0.922, 0.616, -0.541], [1.060, 1.844, -1.350], [1.325, 1.677, -2.691], [1.485, 0.609, -3.233], [-3.654, -1.428, -0.025], [-2.120, -2.077, -0.149], [-1.557, -0.860, 1.880], [-3.109, -0.023, 1.701], [-2.193, 1.205, -0.254], [-1.033, 1.217, 1.001], [-0.312, -1.104, -0.452], [-0.833, -0.030, -1.667], [1.119, 0.937, 0.473], [1.661, -0.085, -0.905], [0.301, 2.500, -1.188], [1.466, 2.615, -3.256], [-2.265, -2.413, -2.715], [-2.591, -2.157, -3.584], [-1.396, -1.981, -2.653], [2.566, 0.743, 4.077], [2.934, 1.407, 3.482], [1.837, 1.216, 4.498], [3.923, -1.254, 2.048], [4.009, -0.580, 1.373], [3.526, -0.930, 2.870]],
  "e_above_lowest_kcal_mol": 36.47,
  "homo_ev": -9.1,
  "orbital_gap_ev": 9.306,
  "e_lumo_ev": 0.250,
  "smiles": "NCCCCNC=O.O.O.O"
}



Record 3
{
  "formula": "C5H19N2O3",
  "method": "ωB97M-V/def2-TZVPD",
  "elements": ["C", "O", "C", "C", "C", "C", "N", "N", "H", "H", "H", "H", "H", "H", "H", "H", "H", "H", "H", "H", "H", "H", "H", "H", "H", "O", "H", "H", "O"],
  "coordinates": [[0.097, -1.343, 2.275], [-0.557, -2.422, 1.710], [0.414, -0.434, 1.048], [0.832, 0.979, 1.568], [0.562, 2.157, 0.624], [1.541, 2.079, -0.559], [0.819, 1.333, -1.657], [-0.867, -0.294, 0.244], [0.949, -1.606, 2.814], [-0.628, -1.023, 3.039], [-0.246, -3.439, 2.032], [1.243, -0.887, 0.453], [1.847, 0.953, 2.002], [0.271, 1.187, 2.531], [-0.498, 2.281, 0.262], [0.841, 2.999, 1.250], [2.528, 1.550, -0.289], [1.651, 3.193, -0.833], [0.479, 2.039, -2.297], [1.409, 0.738, -2.199], [-0.756, 0.198, -0.611], [-1.361, -1.168, 0.112], [-1.539, 0.237, 0.736], [-2.175, -1.361, -2.194], [-3.692, -1.038, -1.578], [-2.734, -1.074, -1.448], [-0.230, -1.382, -3.468], [0.085, -2.665, -2.940], [-0.288, -1.788, -2.627]],
  "e_above_lowest_kcal_mol": 43.25,
  "homo_ev": -13.1,
  "total_charge": 1,
  "orbital_gap_ev": 10.551,
  "e_lumo_ev": -2.558
}



Record 4
{
  "formula": "C5H19N8O8S2",
  "method": "ωB97M-V/def2-TZVPD",
  "elements": ["C", "C", "O", "S", "O", "O", "N", "S", "N", "O", "O", "H", "H", "H", "H", "H", "H", "H", "C", "O", "N", "N", "H", "H", "H", "H", "C", "O", "N", "N", "H", "H", "H", "H", "C", "O", "N", "N", "H", "H", "H", "H"],
  "coordinates": [[3.826, -0.122, 0.219], [3.221, 1.159, -0.281], [1.799, 1.080, -0.478], [0.946, 1.032, 0.876], [1.630, 1.830, 1.829], [0.817, -0.334, 1.240], [-0.391, 1.785, 0.473], [-1.517, 0.864, -0.170], [-2.045, -0.311, 0.881], [-2.629, 1.728, -0.382], [-1.114, 0.224, -1.403], [3.631, -0.290, 1.264], [4.886, -0.058, 0.028], [3.459, -0.931, -0.394], [3.632, 1.325, -1.268], [3.507, 2.004, 0.309], [-2.009, -1.187, 0.375], [-3.015, -0.125, 1.113], [-2.740, -3.609, -1.816], [-3.219, -3.546, -0.696], [-1.950, -2.640, -2.342], [-2.985, -4.687, -2.643], [-1.569, -2.684, -3.267], [-1.741, -1.830, -1.771], [-3.566, -5.418, -2.282], [-2.610, -4.770, -3.568], [6.029, 2.450, 2.319], [5.374, 2.258, 1.318], [5.521, 3.123, 3.396], [7.324, 2.003, 2.456], [6.033, 3.292, 4.240], [4.571, 3.441, 3.323], [7.716, 1.501, 1.682], [7.877, 2.147, 3.278], [-5.800, -0.126, -0.555], [-5.107, -0.221, 0.432], [-6.592, 0.967, -0.802], [-5.834, -1.115, -1.505], [-7.163, 1.066, -1.618], [-6.564, 1.709, -0.129], [-5.250, -1.917, -1.342], [-6.387, -1.067, -2.338]],
  "homo_ev": -5.2,
  "total_charge": -1,
  "orbital_gap_ev": 7.713,
  "e_lumo_ev": 2.515
}



Record 5
{
  "formula": "C5H19NO4",
  "method": "ωB97M-V/def2-TZVPD",
  "elements": ["C", "C", "C", "C", "N", "C", "O", "H", "H", "H", "H", "H", "H", "H", "H", "H", "H", "H", "H", "H", "O", "H", "H", "O", "H", "H", "O", "H", "H"],
  "coordinates": [[0.688, 2.483, -0.467], [0.721, 0.965, -0.616], [0.704, 0.596, -2.101], [-0.503, 0.327, 0.085], [-0.118, -0.975, 0.637], [-1.239, -1.928, 0.756], [-0.703, -3.171, 1.134], [1.498, 2.956, -1.033], [0.797, 2.800, 0.570], [-0.248, 2.900, -0.851], [1.654, 0.544, -0.144], [-0.128, 1.079, -2.627], [0.597, -0.478, -2.231], [1.588, 0.900, -2.640], [-0.879, 1.011, 0.869], [-1.345, 0.201, -0.602], [0.355, -0.907, 1.531], [-1.742, -2.015, -0.220], [-1.929, -1.681, 1.560], [-0.006, -3.462, 0.530], [1.445, 1.773, 2.717], [1.062, 1.114, 2.141], [2.409, 1.769, 2.675], [-2.693, 2.069, -0.960], [-3.040, 2.177, -1.855], [-3.262, 2.546, -0.349], [1.658, -2.596, -1.101], [2.204, -2.044, -1.664], [1.125, -2.003, -0.532]],
  "e_above_lowest_kcal_mol": 20.40,
  "homo_ev": -9.5,
  "orbital_gap_ev": 9.856,
  "e_lumo_ev": 0.386,
  "smiles": "CC(C)CNCO.O.O.O"
}



Record 6
{
  "formula": "C5H19NO5",
  "method": "ωB97M-V/def2-TZVPD",
  "elements": ["C", "C", "N", "C", "O", "C", "C", "H", "H", "H", "H", "H", "H", "H", "H", "H", "H", "H", "O", "H", "H", "O", "H", "H", "O", "H", "H", "O", "H", "H"],
  "coordinates": [[-2.898, 1.628, -0.689], [-1.538, 1.496, -1.350], [-0.465, 1.187, -0.364], [0.353, 0.117, -0.364], [0.993, -0.186, 0.647], [0.729, -0.472, -1.724], [1.734, -1.593, -1.626], [-3.224, 2.641, -0.466], [-3.050, 0.955, 0.142], [-3.623, 1.311, -1.446], [-1.217, 2.420, -1.800], [-1.543, 0.696, -2.074], [-0.640, 1.568, 0.556], [1.032, 0.420, -2.271], [-0.185, -0.856, -2.168], [1.981, -1.973, -2.622], [2.665, -1.163, -1.238], [1.451, -2.461, -1.041], [-3.232, -0.426, 2.695], [-3.732, -0.567, 1.876], [-2.327, -0.354, 2.359], [2.666, 1.330, 2.875], [1.873, 0.900, 2.539], [3.397, 0.788, 2.546], [-1.202, -2.046, 1.098], [-0.286, -1.783, 0.932], [-1.347, -2.861, 0.596], [4.110, -0.177, 1.106], [3.646, 0.482, 0.571], [3.878, -1.021, 0.708]],
  "e_above_lowest_kcal_mol": 1.17,
  "homo_ev": -10.3,
  "orbital_gap_ev": 10.615,
  "e_lumo_ev": 0.313,
  "smiles": "CCNC(=O)CC.O.O.O.O"
}



Record 7
{
  "formula": "C5H19NO7",
  "method": "ωB97M-V/def2-TZVPD",
  "elements": ["C", "C", "O", "N", "C", "C", "C", "O", "H", "H", "H", "H", "H", "H", "H", "H", "H", "O", "H", "H", "O", "H", "H", "O", "H", "H", "O", "H", "H", "O", "H", "H"],
  "coordinates": [[1.513, 1.306, 0.082], [0.065, 1.636, 0.102], [-0.371, 2.543, 0.812], [-0.876, 0.741, -0.377], [-2.234, 0.829, 0.260], [-0.463, -0.482, -1.069], [-0.299, -0.057, -2.514], [0.219, -0.790, -3.326], [1.948, 1.183, -0.916], [2.079, 2.230, 0.327], [1.675, 0.500, 0.793], [-2.277, 0.309, 1.206], [-2.822, 0.330, -0.511], [-2.513, 1.869, 0.258], [0.473, -0.847, -0.636], [-1.188, -1.299, -0.966], [-0.625, 0.939, -2.818], [0.521, -2.869, 2.862], [0.686, -1.923, 2.923], [1.253, -3.352, 3.219], [-1.242, -5.563, 0.501], [-0.927, -4.822, 1.035], [-1.669, -5.121, -0.239], [-0.786, 3.714, -2.023], [0.155, 3.575, -2.168], [-0.756, 3.996, -1.102], [2.514, -2.765, -1.434], [2.111, -3.615, -1.166], [1.628, -2.611, -1.833], [1.084, 3.490, 3.025], [0.787, 3.121, 2.163], [0.339, 3.806, 3.531]],
  "e_above_lowest_kcal_mol": 51.91,
  "homo_ev": -10.0,
  "orbital_gap_ev": 9.985,
  "e_lumo_ev": -0.030,
  "smiles": "CC(=O)N(C)CC=O.O.O.O.O.O"
}



Record 8
{
  "formula": "C5H20AlN6O6",
  "method": "ωB97M-V/def2-TZVPD",
  "elements": ["Al", "O", "H", "O", "H", "C", "C", "O", "H", "H", "H", "H", "H", "H", "C", "O", "N", "N", "H", "H", "H", "H", "C", "O", "N", "N", "H", "H", "H", "H", "C", "O", "N", "N", "H", "H", "H", "H"],
  "coordinates": [[1.197, -0.046, -1.150], [0.980, 1.851, -3.285], [0.618, 2.584, -3.819], [2.716, -2.388, -0.307], [2.946, -3.076, -0.961], [-4.061, 0.676, -1.067], [-2.706, -0.106, -0.935], [-1.629, 0.735, -1.361], [-4.230, 0.763, -2.141], [-3.965, 1.613, -0.518], [-4.860, 0.105, -0.595], [-2.811, -1.099, -1.372], [-2.542, -0.281, 0.128], [-1.810, 1.000, -2.266], [0.170, 3.633, 0.538], [0.481, 2.549, 0.114], [0.922, 4.580, 1.019], [-1.018, 4.057, 0.592], [0.487, 5.430, 1.348], [1.921, 4.476, 1.122], [-1.715, 3.479, 0.145], [-1.231, 4.925, 1.065], [-0.783, -3.620, -0.798], [-0.322, -2.457, -0.824], [-1.919, -3.988, -1.308], [-0.248, -4.540, -0.085], [-2.550, -3.399, -1.832], [-2.147, -4.964, -1.189], [-0.697, -5.443, -0.023], [0.659, -4.463, 0.353], [3.154, -0.052, 2.130], [2.709, 0.563, 1.200], [3.240, -1.368, 2.120], [3.928, 0.445, 3.043], [3.829, -1.814, 2.809], [2.995, -1.817, 1.250], [4.055, 1.443, 2.960], [4.237, 0.013, 3.902]],
  "homo_ev": -12.1,
  "total_charge": 1,
  "orbital_gap_ev": 4.405,
  "e_lumo_ev": -7.673
}